(1)
Molecular formula: C4H3N3
Method: DFT, ωB97M-V/def2-TZVPD

Computed properties:
F_max: 0.08088 hartree/bohr
relative energy (zero: lowest compared OMol25 entry of this formula, charge and spin): 156.0 kcal/mol
energy: -8659.6470 eV
highest occupied orbital energy (alpha / beta): -7.596 / -7.596 eV

Each line ends with the Löwdin charge.
Positions of all 10 atoms, in Å:
N (-0.060, -0.290, 2.954)  0.071
N (1.322, 0.100, -1.517)  0.197
N (1.332, -0.179, 0.901)  0.209
C (0.064, -0.141, 1.769)  -0.573
C (-2.110, 0.115, 0.013)  0.107
C (1.031, 0.102, -0.246)  -0.207
C (-1.046, 0.018, 0.598)  -0.103
H (1.571, -0.780, -1.952)  0.141
H (-3.080, 0.207, -0.414)  0.023
H (0.977, 0.847, -2.106)  0.134

(2)
Molecular formula: C4H3N3
Method: DFT, ωB97M-V/def2-TZVPD

Computed properties:
F_max: 0.04318 hartree/bohr
relative energy (zero: lowest compared OMol25 entry of this formula, charge and spin): 48.2 kcal/mol
energy: -8664.3199 eV
highest occupied orbital energy: -9.621 eV
structure (SMILES): C#Cc1nc[nH]n1

Each line ends with the Löwdin charge.
Positions of all 10 atoms, in Å:
N (1.689, -0.675, -0.063)  -0.013
N (0.513, 1.182, 0.058)  0.106
N (0.386, -1.127, 0.028)  0.098
C (1.715, 0.696, -0.093)  -0.195
C (-1.733, 0.039, -0.018)  -0.066
C (-0.266, 0.014, 0.151)  -0.379
C (-2.925, -0.005, -0.051)  0.103
H (2.687, 1.255, -0.049)  0.134
H (-4.008, -0.001, -0.127)  0.039
H (2.462, -1.381, 0.085)  0.174

(3)
Molecular formula: C4H3N3O
Method: DFT, ωB97M-V/def2-TZVPD

Computed properties:
F_max: 0.14854 hartree/bohr
relative energy (zero: lowest compared OMol25 entry of this formula, charge and spin): 62.7 kcal/mol
energy: -10710.9303 eV
highest occupied orbital energy: -10.270 eV
structure (SMILES): N#CC1=NN=COC1

Each line ends with the Löwdin charge.
Positions of all 11 atoms, in Å:
O (0.081, 1.286, -1.449)  -0.047
N (-0.031, -3.133, 0.463)  0.171
N (-0.117, 1.625, 0.904)  0.037
N (-0.319, 0.291, 1.242)  0.091
C (0.087, 2.029, -0.288)  -0.193
C (-0.233, -1.937, 0.555)  -0.127
C (0.368, -0.140, -1.119)  -0.059
C (-0.047, -0.547, 0.343)  -0.306
H (-0.160, -0.942, -1.767)  0.150
H (1.444, -0.378, -1.286)  0.132
H (0.286, 3.111, -0.562)  0.153

(4)
Molecular formula: C4H3N3O
Method: DFT, ωB97M-V/def2-TZVPD

Computed properties:
F_max: 0.09436 hartree/bohr
relative energy (zero: lowest compared OMol25 entry of this formula, charge and spin): 60.1 kcal/mol
energy: -10711.0452 eV
highest occupied orbital energy: -8.956 eV
structure (SMILES): c1nc2c[nH]nc2o1

Each line ends with the Löwdin charge.
Positions of all 11 atoms, in Å:
O (1.260, -1.056, -0.110)  0.113
N (1.342, 1.177, 0.020)  0.132
N (-2.023, -0.097, -0.108)  -0.074
N (-1.179, -1.208, 0.006)  0.086
C (0.012, -0.605, 0.109)  -0.325
C (2.001, 0.005, 0.025)  -0.160
C (-1.318, 1.076, -0.024)  -0.083
C (0.050, 0.813, 0.107)  -0.263
H (-2.958, -0.306, 0.593)  0.244
H (3.111, -0.253, -0.014)  0.166
H (-1.682, 2.163, -0.422)  0.163

(5)
Molecular formula: C4H3N3O2
Method: DFT, ωB97M-V/def2-TZVPD

Computed properties:
F_max: 0.04774 hartree/bohr
relative energy (zero: lowest compared OMol25 entry of this formula, charge and spin): 91.8 kcal/mol
energy: -12756.8079 eV
highest occupied orbital energy: -8.842 eV
structure (SMILES): C1=CC2=NOC=NN2O1

Each line ends with the Löwdin charge.
Positions of all 12 atoms, in Å:
O (-2.253, 0.505, 0.328)  -0.051
O (1.252, -1.186, 0.272)  0.012
N (-1.117, 1.368, 0.078)  0.138
N (-1.019, -1.388, -0.161)  0.144
N (-0.036, -0.634, 0.551)  -0.027
C (0.008, 0.734, 0.189)  -0.313
C (-2.093, -0.734, -0.166)  -0.231
C (2.028, -0.119, -0.023)  -0.077
C (1.357, 1.039, -0.128)  0.013
H (3.073, -0.363, -0.147)  0.137
H (-2.961, -1.261, -0.538)  0.133
H (1.762, 2.038, -0.255)  0.121

(6)
Molecular formula: C4H3N3O2
Method: DFT, ωB97M-V/def2-TZVPD

Computed properties:
F_max: 0.13409 hartree/bohr
relative energy (zero: lowest compared OMol25 entry of this formula, charge and spin): 84.3 kcal/mol
energy: -12757.1298 eV
highest occupied orbital energy: -9.587 eV
structure (SMILES): O=c1nncncc1O

Each line ends with the Löwdin charge.
Positions of all 12 atoms, in Å:
O (-2.105, 0.707, 0.786)  0.034
O (-1.612, -1.678, -0.818)  0.123
N (0.292, -1.538, 0.698)  0.137
N (1.374, 0.866, -0.433)  0.073
N (1.513, -1.202, 0.783)  0.079
C (0.137, 1.228, -0.110)  -0.121
C (-0.925, 0.487, 0.075)  -0.197
C (-0.789, -1.061, -0.197)  -0.342
C (1.870, -0.252, -0.139)  -0.250
H (3.033, -0.184, -0.499)  0.156
H (0.088, 2.291, -0.340)  0.135
H (-2.875, 0.335, 0.194)  0.173

(7)
Molecular formula: C4H3N3S
Method: DFT, ωB97M-V/def2-TZVPD

Computed properties:
F_max: 0.07082 hartree/bohr
relative energy (zero: lowest compared OMol25 entry of this formula, charge and spin): 73.7 kcal/mol
energy: -19498.3442 eV
highest occupied orbital energy: -9.398 eV
structure (SMILES): S=C1Cn2nncc21

Each line ends with the Löwdin charge.
Positions of all 11 atoms, in Å:
S (2.791, -0.586, -0.127)  0.772
N (-2.155, -0.782, -0.098)  0.002
N (-1.933, 0.540, -0.169)  0.070
N (-0.613, 0.565, -0.128)  -0.074
C (-1.005, -1.509, 0.078)  -0.076
C (1.311, -0.067, 0.118)  -0.762
C (0.715, 1.365, 0.100)  -0.002
C (0.001, -0.633, 0.089)  -0.280
H (1.081, 1.726, -0.893)  0.127
H (0.887, 1.988, 0.940)  0.104
H (-1.080, -2.608, 0.091)  0.120

(8)
Molecular formula: C4H3N3S
Method: DFT, ωB97M-V/def2-TZVPD

Computed properties:
F_max: 0.04895 hartree/bohr
energy: -19496.5384 eV
highest occupied orbital energy (alpha / beta): -7.787 / -7.717 eV
multiplicity: 3
<S²>: 2.036

Each line ends with the Löwdin charge.
Positions of all 11 atoms, in Å:
S (3.266, 0.128, -0.009)  0.687
N (2.229, 1.330, -0.049)  -0.525
N (-1.551, -1.270, -0.034)  -0.015
N (-0.426, -2.001, -0.006)  0.026
C (0.132, 0.193, -0.062)  -0.252
C (-1.254, 0.078, -0.065)  -0.021
C (0.939, 1.368, -0.023)  -0.200
C (0.515, -1.152, -0.082)  -0.078
H (-2.367, -1.746, 0.301)  0.146
H (0.660, 2.423, 0.020)  0.120
H (-2.144, 0.649, 0.009)  0.112

(9)
Molecular formula: C4H3NO
Method: DFT, ωB97M-V/def2-TZVPD

Computed properties:
F_max: 0.04615 hartree/bohr
relative energy (zero: lowest compared OMol25 entry of this formula, charge and spin): 53.6 kcal/mol
energy: -7730.4195 eV
highest occupied orbital energy: -9.409 eV
structure (SMILES): N=C=C=CC=O

Each line ends with the Löwdin charge.
Positions of all 9 atoms, in Å:
O (-2.676, 1.309, 0.556)  0.033
N (2.753, 1.342, 0.145)  0.137
C (-1.492, 1.139, 0.347)  -0.261
C (0.640, 0.079, -0.493)  -0.021
C (1.712, 0.689, -0.007)  -0.181
C (-0.734, 0.131, -0.552)  -0.048
H (3.737, 1.110, -0.184)  0.115
H (-1.282, -0.649, -1.115)  0.101
H (-0.843, 1.824, 0.977)  0.125

(10)
Molecular formula: C4H3NO
Method: DFT, ωB97M-V/def2-TZVPD

Computed properties:
F_max: 0.06777 hartree/bohr
relative energy (zero: lowest compared OMol25 entry of this formula, charge and spin): 98.1 kcal/mol
energy: -7728.4907 eV
highest occupied orbital energy: -8.280 eV

Each line ends with the Löwdin charge.
Positions of all 9 atoms, in Å:
O (-0.968, 1.342, -0.632)  0.023
N (-1.609, -1.661, 0.905)  0.206
C (-0.960, -0.676, 0.562)  -0.182
C (-0.287, 0.348, 0.053)  -0.388
C (2.315, 0.177, -0.203)  0.126
C (1.118, 0.259, -0.087)  -0.094
H (-1.625, 1.717, -0.036)  0.103
H (-1.360, -1.631, -0.266)  0.180
H (3.375, 0.125, -0.295)  0.026

(11)
Molecular formula: C4H3NO
Method: DFT, ωB97M-V/def2-TZVPD

Computed properties:
F_max: 0.10973 hartree/bohr
relative energy (zero: lowest compared OMol25 entry of this formula, charge and spin): 114.9 kcal/mol
energy: -7727.7607 eV
highest occupied orbital energy (alpha / beta): -8.097 / -8.111 eV

Each line ends with the Löwdin charge.
Positions of all 9 atoms, in Å:
O (-1.381, 1.415, 1.008)  0.050
N (0.417, -0.649, 1.345)  0.087
C (0.471, -1.487, 0.354)  -0.180
C (0.246, 0.318, 0.185)  -0.185
C (-0.648, 1.571, 0.077)  -0.170
C (0.734, -0.598, -0.790)  0.002
H (-0.123, -2.497, 0.364)  0.153
H (1.202, -0.372, -1.780)  0.101
H (-0.918, 2.299, -0.763)  0.143

(12)
Molecular formula: C4H3NO2
Method: DFT, ωB97M-V/def2-TZVPD

Computed properties:
F_max: 0.01335 hartree/bohr
relative energy (zero: lowest compared OMol25 entry of this formula, charge and spin): 63.4 kcal/mol
energy: -9778.9360 eV
highest occupied orbital energy: -9.771 eV
structure (SMILES): N=C=C[C@H]1OC1=O

Each line ends with the Löwdin charge.
Positions of all 10 atoms, in Å:
O (-1.709, 0.941, 0.720)  0.133
O (-0.209, 2.270, -0.527)  0.144
N (2.217, -0.059, 0.340)  0.193
C (-0.107, -1.066, 0.333)  -0.048
C (1.139, -0.624, 0.316)  -0.153
C (-0.819, 1.304, -0.185)  -0.500
C (-1.090, -0.120, -0.218)  -0.117
H (2.773, -0.060, -0.513)  0.097
H (-1.836, -0.510, -0.903)  0.143
H (-0.359, -2.076, 0.636)  0.109